(1)
{
  "formula": "C36H37Cl3F3N7O3SSiW",
  "method": "the ωB97M-V functional and the def2-TZVPD basis",
  "elements": ["W", "C", "N", "C", "C", "N", "C", "C", "C", "C", "C", "C", "N", "C", "N", "C", "C", "C", "C", "C", "C", "N", "H", "H", "H", "H", "H", "H", "H", "H", "H", "H", "H", "H", "H", "H", "H", "Cl", "Si", "Cl", "Cl", "F", "C", "F", "F", "C", "C", "C", "C", "C", "C", "C", "C", "H", "H", "H", "H", "N", "C", "C", "N", "C", "C", "H", "H", "H", "H", "H", "H", "H", "H", "H", "H", "H", "C", "C", "C", "C", "C", "C", "C", "S", "O", "O", "O", "H", "H", "H", "H", "H", "H", "H"],
  "xyz": [[-17.731, -1.064, -11.330], [-21.030, -1.036, -11.242], [-19.935, -1.623, -10.416], [-20.077, -3.059, -10.192], [-18.792, -3.683, -10.468], [-17.816, -3.031, -11.229], [-16.680, -3.963, -11.199], [-15.319, -3.803, -11.582], [-14.417, -4.638, -10.983], [-14.801, -5.549, -10.019], [-16.092, -5.854, -9.703], [-17.015, -4.992, -10.302], [-18.361, -4.822, -9.904], [-20.342, -0.238, -12.313], [-19.004, 0.134, -12.231], [-18.702, 0.918, -13.400], [-17.936, 2.051, -13.523], [-18.015, 2.890, -14.619], [-18.888, 2.534, -15.685], [-19.912, 1.590, -15.426], [-19.841, 0.783, -14.246], [-20.842, 0.060, -13.524], [-21.691, -1.789, -11.762], [-21.692, -0.367, -10.653], [-19.957, -1.192, -9.469], [-20.387, -3.206, -9.148], [-20.927, -3.503, -10.727], [-15.059, -3.061, -12.324], [-13.401, -4.424, -11.253], [-14.036, -6.138, -9.545], [-16.302, -6.534, -8.905], [-18.846, -5.350, -9.146], [-17.244, 2.306, -12.729], [-17.571, 3.861, -14.651], [-18.863, 3.110, -16.582], [-20.794, 1.583, -16.069], [-21.809, -0.151, -13.866], [-15.640, -0.658, -13.593], [-15.560, -0.274, -11.601], [-15.150, 1.760, -11.288], [-13.941, -1.291, -10.628], [-21.216, 6.052, -7.481], [-20.278, 5.480, -6.738], [-20.678, 5.570, -5.462], [-19.165, 6.326, -6.809], [-20.011, 4.048, -7.174], [-20.227, 3.676, -8.519], [-19.617, 2.578, -9.027], [-19.026, 1.602, -8.176], [-19.108, 1.835, -6.768], [-19.595, 3.059, -6.301], [-18.452, 0.417, -8.754], [-17.759, -0.309, -9.484], [-20.775, 4.326, -9.241], [-19.486, 2.415, -10.088], [-18.752, 1.083, -6.055], [-19.565, 3.241, -5.251], [-14.472, -0.866, -4.243], [-13.461, -0.610, -5.268], [-13.273, 0.858, -5.508], [-14.542, 1.398, -5.905], [-15.819, 0.812, -5.437], [-15.598, -0.004, -4.160], [-14.162, -1.385, -3.395], [-15.525, -2.612, -4.397], [-13.800, -1.074, -6.238], [-12.558, -1.189, -5.030], [-12.589, 1.084, -6.323], [-13.016, 1.399, -4.585], [-14.573, 1.753, -6.884], [-16.118, 0.077, -6.193], [-16.573, 1.608, -5.359], [-16.531, -0.578, -3.986], [-15.489, 0.560, -3.253], [-16.432, -9.943, -3.747], [-16.021, -8.487, -3.469], [-16.627, -7.714, -2.482], [-16.417, -6.346, -2.423], [-15.544, -5.738, -3.357], [-14.817, -6.476, -4.220], [-15.051, -7.858, -4.304], [-15.285, -4.039, -3.036], [-13.958, -3.491, -3.254], [-15.934, -3.778, -1.764], [-16.146, -3.378, -4.207], [-15.626, -10.501, -4.249], [-17.279, -9.988, -4.479], [-16.780, -10.499, -2.848], [-17.276, -8.277, -1.770], [-16.909, -5.724, -1.719], [-13.948, -5.988, -4.749], [-14.449, -8.421, -5.028]],
  "mulliken_spin": [1.7207, -0.0049, -0.0012, -0.0191, 0.0360, 0.0417, -0.0060, 0.0031, -0.0009, 0.0052, 0.0019, -0.0097, 0.0050, -0.0009, 0.0246, 0.0137, 0.0006, -0.0026, 0.0039, -0.0029, -0.0014, -0.0016, -0.0004, -0.0008, 0.0083, -0.0010, 0.0008, -0.0054, 0.0001, 0.0000, 0.0003, -0.0003, -0.0005, 0.0000, 0.0001, 0.0003, 0.0005, 0.0719, 0.0085, 0.0020, 0.0023, 0.0004, 0.0005, 0.0004, 0.0008, 0.0258, -0.0109, 0.0245, 0.0182, 0.0310, -0.0114, 0.0961, -0.0785, -0.0001, 0.0075, 0.0024, 0.0000, 0.0000, -0.0002, 0.0000, 0.0000, -0.0002, 0.0004, 0.0000, 0.0000, 0.0000, 0.0000, 0.0000, 0.0000, 0.0001, 0.0019, -0.0008, 0.0000, 0.0001, 0.0000, 0.0000, 0.0001, 0.0000, 0.0000, 0.0000, 0.0000, 0.0000, 0.0000, 0.0000, 0.0000, 0.0000, 0.0000, 0.0000, 0.0000, 0.0000, 0.0000, 0.0000],
  "charge": 2,
  "e_tot_ev": -120748.558,
  "e_homo_ev": [-11.3, -11.3],
  "gap_ev": [3.98, 4.28],
  "spin_multiplicity": 3,
  "e_above_lowest_ev": 7.131
}


(2)
{
  "formula": "C36H46N4Rh",
  "method": "the ωB97M-V functional and the def2-TZVPD basis",
  "elements": ["Rh", "C", "C", "C", "C", "C", "C", "C", "C", "C", "C", "N", "C", "C", "C", "C", "C", "N", "H", "H", "H", "H", "H", "H", "H", "H", "H", "H", "H", "H", "H", "H", "H", "H", "H", "C", "C", "C", "C", "C", "C", "C", "C", "C", "C", "C", "C", "N", "C", "C", "C", "C", "C", "N", "C", "C", "C", "C", "H", "H", "H", "H", "H", "H", "H", "H", "H", "H", "H", "H", "H", "H", "H", "H", "H", "H", "H", "H", "H", "H", "H", "H", "H", "H", "H", "H", "H"],
  "xyz": [[-0.364, -0.496, -0.364], [1.828, 1.557, 2.225], [1.890, 0.248, 1.450], [3.101, 0.014, 0.588], [4.350, 0.429, 1.030], [5.501, 0.028, 0.377], [5.405, -0.873, -0.669], [4.177, -1.301, -1.160], [4.177, -2.499, -2.094], [3.575, -3.720, -1.387], [3.003, -0.742, -0.601], [1.735, -0.937, -1.178], [1.604, -0.997, -2.480], [0.367, -1.227, -3.090], [0.050, -1.456, -4.446], [-1.313, -1.683, -4.496], [-1.786, -1.565, -3.173], [-0.785, -1.302, -2.335], [0.895, 1.607, 2.789], [1.879, 2.421, 1.561], [2.639, 1.635, 2.948], [0.985, 0.152, 0.818], [1.829, -0.592, 2.151], [4.426, 1.048, 1.914], [6.471, 0.357, 0.726], [6.311, -1.274, -1.108], [5.213, -2.712, -2.357], [3.650, -2.347, -3.032], [4.108, -3.923, -0.457], [3.645, -4.601, -2.026], [2.524, -3.553, -1.147], [2.459, -0.830, -3.128], [0.755, -1.477, -5.262], [-1.911, -1.917, -5.361], [-2.807, -1.669, -2.836], [1.740, 2.471, -1.725], [0.237, 2.205, -1.752], [-0.316, 2.230, -3.180], [-0.556, 3.165, -0.891], [-0.416, 4.521, -1.122], [-1.203, 5.442, -0.450], [-2.219, 4.995, 0.377], [-2.422, 3.649, 0.646], [-3.766, 3.345, 1.324], [-4.447, 2.018, 0.974], [-3.774, 3.610, 2.842], [-1.473, 2.730, 0.106], [-1.366, 1.414, 0.543], [-1.570, 1.161, 1.811], [-1.559, -0.154, 2.306], [-1.914, -0.634, 3.606], [-1.865, -1.992, 3.524], [-1.470, -2.328, 2.171], [-1.290, -1.217, 1.470], [-1.277, -3.691, 1.573], [-1.644, -4.776, 2.587], [0.198, -3.845, 1.154], [-2.180, -3.812, 0.331], [2.266, 1.738, -2.337], [2.137, 2.417, -0.711], [1.969, 3.458, -2.127], [0.064, 1.189, -1.370], [-0.203, 3.226, -3.613], [-1.376, 1.973, -3.197], [0.222, 1.520, -3.809], [0.307, 4.869, -1.846], [-1.077, 6.501, -0.629], [-2.916, 5.715, 0.790], [-4.414, 4.113, 0.895], [-4.092, 1.184, 1.574], [-4.310, 1.769, -0.080], [-5.517, 2.109, 1.157], [-3.445, 2.740, 3.412], [-4.786, 3.842, 3.173], [-3.133, 4.454, 3.096], [-1.743, 1.974, 2.507], [-2.176, -0.033, 4.463], [-2.083, -2.694, 4.312], [-0.987, -4.736, 3.458], [-1.538, -5.758, 2.129], [-2.677, -4.667, 2.919], [0.860, -3.748, 2.016], [0.472, -3.090, 0.413], [0.349, -4.831, 0.715], [-3.232, -3.719, 0.610], [-2.031, -4.783, -0.140], [-1.943, -3.037, -0.396]],
  "mulliken_spin": [2.4190, -0.0046, 0.0673, -0.0005, 0.0043, 0.0008, 0.0021, 0.0066, 0.0031, -0.0030, 0.0035, 0.0487, 0.0053, 0.0085, 0.0346, 0.0028, 0.0457, 0.0623, 0.0059, -0.0008, 0.0050, 0.0145, -0.0108, -0.0005, -0.0001, -0.0003, -0.0003, 0.0000, 0.0000, 0.0000, 0.0029, 0.0058, 0.0008, 0.0018, 0.0042, 0.0061, 0.0403, 0.0081, 0.0074, -0.0487, 0.0919, -0.0310, 0.0482, -0.0091, -0.0046, 0.0077, 0.1180, 0.3621, -0.1107, 0.2144, 0.0037, 0.1347, 0.1686, -0.0286, 0.0797, 0.0181, 0.0577, 0.0452, 0.0002, -0.0016, 0.0016, 0.0752, 0.0002, -0.0009, -0.0011, 0.0022, 0.0019, 0.0026, 0.0036, 0.0040, 0.0003, 0.0007, -0.0001, 0.0003, 0.0013, 0.0309, 0.0016, -0.0084, -0.0027, -0.0005, -0.0046, 0.0079, -0.0222, 0.0028, -0.0020, 0.0036, -0.0108],
  "charge": 1,
  "e_tot_ev": -47039.660,
  "e_homo_ev": [-10.0, -10.0],
  "gap_ev": [6.75, 4.16],
  "spin_multiplicity": 5,
  "e_above_lowest_ev": 0.631
}


(3)
{
  "formula": "CH4BrNO",
  "method": "the ωB97M-V functional and the def2-TZVPD basis",
  "elements": ["C", "N", "O", "Br", "H", "H", "H", "H"],
  "xyz": [[0.685, 1.083, -0.319], [-1.515, -1.161, 0.628], [-0.248, 1.175, 0.473], [-0.307, -1.815, -0.350], [0.450, -0.281, -0.680], [1.687, 1.101, 0.055], [0.627, 1.438, -1.417], [-1.381, -1.539, 1.610]],
  "nbo_charge": [-0.0156, -0.8627, -0.4628, 0.6057, 0.1020, 0.1438, 0.1460, 0.3435],
  "e_tot_ev": -74675.846,
  "e_homo_ev": [-8.9, -9.3],
  "gap_ev": [7.70, 8.33],
  "e_above_lowest_ev": 3.877
}


(4)
{
  "formula": "C2H3ClO2",
  "method": "the ωB97M-V functional and the def2-TZVPD basis",
  "elements": ["C", "C", "Cl", "O", "O", "H", "H", "H"],
  "xyz": [[-0.221, -0.020, -1.499], [0.187, 0.070, -0.223], [1.422, 1.181, 0.325], [-0.531, -0.678, 0.790], [-0.582, -0.033, 2.048], [0.430, 0.393, -2.206], [-0.935, -0.798, -1.664], [0.230, -0.115, 2.430]],
  "nbo_charge": [-0.4825, 0.2433, 0.0004, -0.2584, -0.4123, 0.2245, 0.2312, 0.4538],
  "e_tot_ev": -18735.921,
  "e_homo_ev": -9.6,
  "gap_ev": 10.31,
  "smiles": "C=C(Cl)OO",
  "e_above_lowest_ev": 4.130
}


(5)
{
  "formula": "C35H57N2O2P2Pt",
  "method": "the ωB97M-V functional and the def2-TZVPD basis",
  "elements": ["C", "C", "C", "C", "C", "H", "H", "H", "N", "P", "P", "C", "H", "H", "C", "H", "C", "C", "C", "C", "C", "H", "H", "H", "C", "H", "H", "H", "C", "H", "H", "H", "C", "H", "H", "H", "C", "H", "H", "H", "C", "H", "H", "H", "C", "H", "H", "H", "C", "H", "H", "H", "C", "H", "H", "H", "C", "H", "H", "H", "C", "H", "H", "H", "C", "H", "H", "H", "Pt", "C", "O", "N", "C", "C", "C", "C", "C", "H", "C", "H", "C", "H", "H", "H", "C", "C", "O", "C", "C", "H", "H", "H", "H", "H", "H", "H", "H", "H", "H"],
  "xyz": [[2.029, -1.948, -1.962], [1.677, 0.189, -2.906], [2.915, -2.286, -2.988], [2.485, -0.133, -4.000], [3.135, -1.368, -4.014], [3.378, -3.269, -2.968], [2.583, 0.596, -4.804], [3.803, -1.611, -4.839], [1.537, -0.710, -1.908], [-0.044, -2.413, -0.108], [0.782, 2.095, -1.018], [1.557, -2.931, -0.907], [1.470, -3.938, -1.343], [2.314, -3.003, -0.110], [0.879, 1.423, -2.752], [0.990, 2.151, -3.557], [-0.516, 3.478, -1.075], [2.506, 2.800, -0.762], [-1.345, -3.114, -1.299], [-0.072, -3.417, 1.507], [-1.875, 2.941, -0.598], [-1.819, 2.561, 0.432], [-2.604, 3.767, -0.628], [-2.254, 2.138, -1.238], [-0.158, 4.643, -0.140], [-0.082, 4.313, 0.904], [0.755, 5.169, -0.438], [-0.978, 5.378, -0.190], [-0.668, 4.016, -2.503], [-1.379, 4.855, -2.471], [0.274, 4.403, -2.911], [-1.077, 3.262, -3.187], [2.654, 3.346, 0.669], [2.421, 2.580, 1.419], [3.702, 3.653, 0.802], [2.031, 4.223, 0.863], [3.575, 1.707, -0.929], [3.396, 0.852, -0.265], [3.645, 1.352, -1.963], [4.549, 2.142, -0.659], [2.751, 3.903, -1.807], [2.352, 3.658, -2.800], [2.353, 4.877, -1.499], [3.838, 4.022, -1.931], [-1.511, -3.496, 2.045], [-1.475, -3.963, 3.042], [-1.954, -2.497, 2.165], [-2.178, -4.108, 1.427], [0.793, -2.730, 2.574], [1.810, -2.528, 2.218], [0.349, -1.802, 2.941], [0.874, -3.416, 3.432], [0.511, -4.829, 1.324], [0.491, -5.322, 2.306], [-0.060, -5.459, 0.638], [1.555, -4.799, 0.989], [-0.986, -2.820, -2.762], [-1.731, -3.318, -3.402], [-1.047, -1.747, -2.970], [0.008, -3.188, -3.044], [-2.684, -2.429, -1.001], [-2.625, -1.360, -1.249], [-3.457, -2.886, -1.636], [-2.991, -2.532, 0.046], [-1.485, -4.640, -1.183], [-0.541, -5.158, -1.402], [-1.878, -4.970, -0.216], [-2.210, -4.960, -1.947], [0.159, -0.065, -0.248], [0.841, 0.268, 1.409], [1.328, 0.505, 2.443], [-1.217, 0.142, -1.817], [-0.887, 0.746, -2.863], [-1.603, 0.897, -4.131], [-2.969, 0.604, -4.060], [-1.004, 1.250, -5.355], [-3.765, 0.711, -5.198], [-3.375, 0.302, -3.091], [-1.807, 1.340, -6.496], [0.073, 1.427, -5.407], [-3.182, 1.080, -6.418], [-4.830, 0.504, -5.121], [-1.351, 1.615, -7.451], [-3.802, 1.160, -7.311], [-4.128, 1.090, 2.766], [-2.738, 0.500, 2.886], [-1.705, 1.458, 2.615], [-1.103, 2.084, 3.754], [-2.008, 3.063, 4.474], [-4.293, 1.865, 3.522], [-4.865, 0.299, 2.925], [-4.296, 1.519, 1.772], [-2.597, 0.059, 3.888], [-2.594, -0.288, 2.132], [-0.756, 1.301, 4.446], [-0.227, 2.600, 3.344], [-2.738, 2.537, 5.098], [-1.392, 3.681, 5.132], [-2.534, 3.726, 3.778]],
  "mulliken_spin": [0.0159, -0.0265, 0.0473, 0.0603, -0.0111, -0.0012, -0.0004, 0.0008, 0.1058, -0.0240, 0.0529, -0.0037, -0.0004, 0.0003, 0.2056, -0.0034, 0.0093, 0.0134, 0.0022, -0.0003, 0.0235, -0.0087, 0.0009, 0.0218, 0.0022, -0.0027, 0.0010, 0.0002, 0.0102, -0.0010, 0.0031, 0.0146, 0.0060, -0.0003, 0.0005, -0.0003, -0.0006, -0.0003, -0.0013, -0.0001, 0.0004, 0.0018, -0.0015, -0.0004, 0.0019, 0.0007, 0.0033, 0.0008, 0.0009, 0.0001, 0.0001, 0.0002, 0.0016, -0.0001, -0.0002, 0.0006, -0.0626, 0.0015, 0.0807, -0.0031, 0.0045, 0.0331, 0.0009, 0.0029, 0.0154, -0.0010, -0.0002, -0.0013, 0.1295, 0.0089, 0.0030, 0.8761, 0.3096, -0.0238, 0.3179, 0.2022, 0.0115, 0.0464, 0.1215, 0.0435, 0.3967, 0.0021, 0.0010, 0.0005, 0.1176, 0.0066, 0.6860, -0.0181, 0.1183, -0.0010, 0.0008, -0.0028, -0.0016, 0.0152, 0.0304, 0.0101, 0.0019, -0.0010, -0.0014],
  "charge": 3,
  "e_tot_ev": -66089.143,
  "e_homo_ev": [-13.2, -16.8],
  "gap_ev": [5.31, 3.94],
  "spin_multiplicity": 5,
  "e_above_lowest_ev": 0.000
}